Formula: C2H4O2S
Source: the Open Molecules 2025 dataset
Level of theory: wB97M-V/def2-TZVPD

Summary:
relative energy (zero: lowest compared OMol25 entry of this formula, charge and spin): 77.5 kcal/mol
E: -627.160699 Ha
frontier orbital gap: 0.3281 Eh
highest occupied orbital energy: -0.3590 Eh
F_max: 2.39 eV/A
LUMO: -0.84 eV
multiplicity: 1

Last column: Löwdin charge in e.
Positions of all 9 atoms, in Å:
C: 0.530 0.754 -0.451  -0.415
C: -0.159 0.694 -1.568  -0.009
O: 0.745 1.123 2.155  -0.572
O: -0.928 -1.758 1.023  -0.112
S: 1.487 1.018 0.855  0.903
H: -0.525 -1.001 0.494  -0.008
H: -0.676 -0.225 -1.787  0.067
H: -0.350 1.544 -2.211  0.074
H: -0.124 -2.148 1.490  0.071

Formula: C2H4O2S
Source: the Open Molecules 2025 dataset
Level of theory: wB97M-V/def2-TZVPD

Summary:
relative energy (zero: lowest compared OMol25 entry of this formula, charge and spin): 109.5 kcal/mol
E: -627.109583 Ha
frontier orbital gap: 0.3304 Eh
highest occupied orbital energy: -0.3445 Eh
F_max: 6.74 eV/A
LUMO: -0.39 eV
multiplicity: 1

Last column: Löwdin charge in e.
Positions of all 9 atoms, in Å:
C: -0.174 0.973 0.576  -0.410
C: -0.430 -0.643 0.411  -0.533
H: 1.311 -0.236 -0.989  -0.072
H: -1.036 1.769 0.783  0.101
H: 0.723 0.759 1.645  0.189
H: -2.681 -0.452 0.531  0.295
O: -1.679 -1.260 0.886  -0.114
O: 0.341 -1.588 0.052  -0.028
S: 1.001 1.185 -0.963  0.572

Formula: C2H4O2S2
Source: the Open Molecules 2025 dataset
Level of theory: wB97M-V/def2-TZVPD

Summary:
relative energy (zero: lowest compared OMol25 entry of this formula, charge and spin): 126.5 kcal/mol
E: -1025.263923 Ha
frontier orbital gap: 0.3046 Eh
highest occupied orbital energy: -0.2921 Eh
F_max: 3.01 eV/A
LUMO: 0.34 eV
multiplicity: 1

Last column: Löwdin charge in e.
Positions of all 10 atoms, in Å:
C: -0.964 1.023 0.602  -0.617
C: -0.132 -1.415 -0.054  -0.664
O: 0.124 0.832 1.294  -0.169
O: -0.912 -1.229 -1.082  -0.158
S: -0.726 1.895 -0.819  0.794
S: 1.344 -2.152 -0.392  0.796
H: 0.947 1.460 1.065  0.148
H: -1.818 -0.860 -0.767  0.128
H: 0.549 2.340 -0.725  -0.123
H: 1.588 -1.893 0.879  -0.134

Formula: C2H4O2Si
Source: the Open Molecules 2025 dataset
Level of theory: wB97M-V/def2-TZVPD

Summary:
relative energy (zero: lowest compared OMol25 entry of this formula, charge and spin): 26.7 kcal/mol
E: -518.565368 Ha
frontier orbital gap: 0.3461 Eh
highest occupied orbital energy: -0.3356 Eh
F_max: 5.70 eV/A
LUMO: 0.29 eV
multiplicity: 1
SMILES string: O[Si]1(O)C=C1

Last column: Löwdin charge in e.
Positions of all 9 atoms, in Å:
C: 1.321 -0.359 0.692  -0.164
C: 1.013 0.943 0.551  -0.164
O: -1.928 -0.275 0.256  -0.172
O: -0.137 -0.205 -2.019  -0.131
Si: -0.205 -0.147 -0.363  0.528
H: 1.869 -0.896 1.408  0.018
H: 1.270 1.940 1.092  0.079
H: -2.170 -1.102 0.555  -0.027
H: -1.031 0.103 -2.171  0.033

Formula: C2H4O3P
Source: the Open Molecules 2025 dataset
Level of theory: wB97M-V/def2-TZVPD

Summary:
charge: -1
relative energy (zero: lowest compared OMol25 entry of this formula, charge and spin): 41.3 kcal/mol
E: -645.738680 Ha
frontier orbital gap: 0.3160 Eh
highest occupied orbital energy: -0.1563 Eh
F_max: 4.44 eV/A
LUMO: 4.35 eV
multiplicity: 1

Last column: Löwdin charge in e.
Positions of all 10 atoms, in Å:
C: 0.192 -0.625 0.064  -0.509
C: 1.220 0.460 -0.011  -0.162
O: -2.546 -0.800 -0.639  -0.363
O: -1.646 1.475 0.049  -0.347
O: -0.656 -0.716 1.218  -0.253
P: -1.488 0.035 -0.101  0.283
H: 0.592 -1.850 -0.531  0.170
H: 0.742 1.295 0.342  0.008
H: 1.607 0.494 -1.133  0.116
H: 1.983 0.232 0.741  0.056

Formula: C2H4O3PS
Source: the Open Molecules 2025 dataset
Level of theory: wB97M-V/def2-TZVPD

Summary:
charge: -1
relative energy (zero: lowest compared OMol25 entry of this formula, charge and spin): 6.3 kcal/mol
E: -1043.992603 Ha
frontier orbital gap: 0.3064 Eh
highest occupied orbital energy: -0.1740 Eh
F_max: 4.95 eV/A
LUMO: 3.60 eV
multiplicity: 1

Last column: Löwdin charge in e.
Positions of all 11 atoms, in Å:
C: 0.736 0.266 0.335  -0.360
C: -0.103 0.073 -0.629  -0.060
O: -2.281 0.121 2.036  -0.421
O: 0.408 0.364 1.644  -0.080
O: -4.575 0.198 0.896  -0.431
P: -3.222 0.744 1.092  -0.003
S: -2.724 2.431 0.197  0.109
H: 1.778 0.302 0.237  0.078
H: -1.198 0.127 -0.246  0.002
H: 0.019 0.104 -1.787  0.079
H: -0.607 0.220 1.915  0.086

Formula: C2H4O3PS
Source: the Open Molecules 2025 dataset
Level of theory: wB97M-V/def2-TZVPD

Summary:
charge: -1
relative energy (zero: lowest compared OMol25 entry of this formula, charge and spin): 11.4 kcal/mol
E: -1043.797177 Ha
frontier orbital gap (spin up / spin down): 0.2567 / 0.2479 Eh
highest occupied orbital energy (spin up / spin down): -0.1055 / -0.1882 Eh
F_max: 4.92 eV/A
LUMO (spin up / spin down): 4.11 / 1.62 eV
<S²>: 2.01
multiplicity: 3

Last column: Löwdin charge in e.
Positions of all 11 atoms, in Å:
C: 0.255 0.360 -0.601  -0.665
C: -0.602 -0.416 0.364  -0.149
O: 1.876 -1.343 -1.424  -0.380
O: -0.490 -1.363 -2.203  -0.376
O: 1.194 0.289 -3.069  -0.441
P: 0.917 2.022 -0.516  0.752
S: 0.713 -0.618 -1.985  0.326
H: -1.077 0.294 0.977  0.039
H: -0.021 -0.936 0.976  0.021
H: -1.265 -0.993 -0.312  0.078
H: 1.551 2.053 -1.698  -0.205

Formula: C2H4O3S
Source: the Open Molecules 2025 dataset
Level of theory: wB97M-V/def2-TZVPD

Summary:
relative energy (zero: lowest compared OMol25 entry of this formula, charge and spin): 22.2 kcal/mol
E: -702.458227 Ha
frontier orbital gap: 0.3741 Eh
highest occupied orbital energy: -0.3708 Eh
F_max: 3.29 eV/A
LUMO: 0.09 eV
multiplicity: 1

Last column: Löwdin charge in e.
Positions of all 10 atoms, in Å:
O: 0.680 -2.326 -1.056  0.028
O: -1.666 0.688 -0.040  -0.493
O: 0.074 2.281 0.150  -0.319
C: 0.063 -1.621 -0.247  -0.278
S: -0.386 0.945 -0.738  0.946
C: 0.640 -0.270 0.114  -0.298
H: -0.724 2.536 0.658  0.071
H: -0.904 -1.952 0.188  0.131
H: 1.688 -0.149 -0.214  0.110
H: 0.535 -0.130 1.186  0.103

Formula: C2H4O3S2
Source: the Open Molecules 2025 dataset
Level of theory: wB97M-V/def2-TZVPD

Summary:
relative energy (zero: lowest compared OMol25 entry of this formula, charge and spin): 34.5 kcal/mol
E: -1100.639425 Ha
frontier orbital gap: 0.3015 Eh
highest occupied orbital energy: -0.3352 Eh
F_max: 2.13 eV/A
LUMO: -0.92 eV
multiplicity: 1

Last column: Löwdin charge in e.
Positions of all 11 atoms, in Å:
C: 0.392 0.441 -0.110  -0.181
C: 0.711 1.677 0.622  0.002
O: -0.067 -3.116 -0.214  -0.326
O: -0.671 -1.357 -1.833  -0.365
O: 0.171 -0.637 0.452  -0.128
S: -2.413 -1.564 0.453  0.325
S: -0.791 -1.932 -0.526  0.227
H: 0.297 0.490 -1.200  0.140
H: 1.659 2.075 0.262  0.102
H: 0.763 1.497 1.693  0.099
H: -0.051 2.424 0.402  0.107

Formula: C2H4O3Si
Source: the Open Molecules 2025 dataset
Level of theory: wB97M-V/def2-TZVPD

Summary:
relative energy (zero: lowest compared OMol25 entry of this formula, charge and spin): 19.1 kcal/mol
E: -593.637127 Ha
frontier orbital gap (spin up / spin down): 0.2894 / 0.2697 Eh
highest occupied orbital energy (spin up / spin down): -0.2728 / -0.3692 Eh
F_max: 4.26 eV/A
LUMO (spin up / spin down): 0.45 / -2.71 eV
<S²>: 2.01
multiplicity: 3

Last column: Löwdin charge in e.
Positions of all 10 atoms, in Å:
C: 0.076 1.027 -1.541  -0.296
C: 0.186 -1.373 0.632  -0.122
O: 0.362 0.289 -2.451  0.053
O: -0.072 1.596 1.367  -0.165
O: -1.461 1.210 1.202  -0.158
Si: -0.394 0.418 0.297  0.498
H: 0.162 2.117 -1.605  0.102
H: -0.510 -1.923 1.116  -0.023
H: 0.549 -1.950 -0.269  0.059
H: 1.102 -1.412 1.252  0.052

Formula: C2H4O4
Source: the Open Molecules 2025 dataset
Level of theory: wB97M-V/def2-TZVPD

Summary:
relative energy (zero: lowest compared OMol25 entry of this formula, charge and spin): 154.4 kcal/mol
E: -379.352346 Ha
frontier orbital gap: 0.3800 Eh
highest occupied orbital energy: -0.3633 Eh
F_max: 3.68 eV/A
LUMO: 0.45 eV
multiplicity: 1
SMILES string: CC(=O)OOO

Last column: Löwdin charge in e.
Positions of all 10 atoms, in Å:
C: 0.353 -0.885 0.411  -0.348
C: -0.852 -0.327 -0.185  -0.008
O: 0.699 -1.973 0.468  0.210
O: 3.041 0.233 -0.931  -0.001
O: 1.493 0.357 0.829  -0.106
O: 2.754 -0.085 0.447  -0.166
H: -1.060 0.718 0.083  0.087
H: -1.728 -0.943 0.130  0.106
H: -0.685 -0.359 -1.351  0.152
H: 2.993 1.179 -0.821  0.075

Formula: C2H4O4
Source: the Open Molecules 2025 dataset
Level of theory: wB97M-V/def2-TZVPD

Summary:
relative energy (zero: lowest compared OMol25 entry of this formula, charge and spin): 18.8 kcal/mol
E: -379.568511 Ha
frontier orbital gap: 0.4257 Eh
highest occupied orbital energy: -0.4008 Eh
F_max: 3.82 eV/A
LUMO: 0.68 eV
multiplicity: 1
SMILES string: O=CO.O=CO

Last column: Löwdin charge in e.
Positions of all 10 atoms, in Å:
O: -0.456 2.081 -1.613  0.016
O: -0.190 4.157 -2.563  0.042
C: -0.526 2.846 -2.591  -0.343
H: 0.115 4.553 -1.701  0.145
H: -0.795 2.503 -3.610  0.141
O: 2.951 -3.759 -0.691  0.051
O: 2.800 -3.689 -3.000  0.035
C: 2.471 -4.137 -1.744  -0.359
H: 3.586 -3.086 -2.892  0.133
H: 1.649 -4.868 -1.875  0.140